Here is a molecular structure, C23H24BBr4CdF2N6O2S2 from the Open Molecules 2025 dataset. Energies are from ωB97M-V/def2-TZVPD.

```
! RIJCOSX wB97M-V def2-TZVPD def2/J DEFGRID3
* xyz -1 1
Cd -0.4721 0.0268 0.0307
Br -2.9698 -5.2973 -4.4711
C -2.4905 -4.5191 -2.8129
C -3.1936 -4.8571 -1.6670
Br -4.6449 -6.0636 -1.7421
C -2.8243 -4.2673 -0.4562
Br -3.7666 -4.6828 1.1331
C -1.7806 -3.3761 -0.3746
O -1.4652 -2.7977 0.8260
C -1.0195 -3.0102 -1.5334
O -0.0492 -2.2069 -1.4796
C -1.4417 -3.6257 -2.7403
Br -0.4812 -3.1113 -4.2857
N 4.7817 1.1675 -0.5794
C 3.9475 1.3839 0.4647
N 3.8688 0.4132 1.3922
S 3.1209 2.8019 0.6231
H 5.1160 0.2354 -0.7633
H 4.7210 1.8073 -1.3537
H 4.3812 -0.4462 1.2947
H 3.2901 0.5657 2.2034
C 2.0186 -0.0365 -2.5258
C 2.8596 -0.0487 -3.8226
N 2.4015 1.0048 -4.7212
C 0.9901 0.7829 -5.0291
C 0.1538 0.7923 -3.7268
N 1.0293 1.0402 -2.5840
C 1.7012 2.3239 -2.7673
C 2.5639 2.2903 -4.0524
H 2.6334 0.1265 -1.6365
H 1.4766 -0.9737 -2.4016
H 2.7620 -0.9997 -4.3489
H 3.9204 0.1269 -3.6168
H 0.9070 -0.1785 -5.5407
H 0.6700 1.5702 -5.7177
H -0.3350 -0.1694 -3.5655
H -0.6117 1.5732 -3.7471
H 2.2994 2.5284 -1.8765
H 0.9314 3.0963 -2.8337
H 3.6310 2.4135 -3.8342
H 2.2749 3.0795 -4.7531
F -1.7843 -1.1328 2.3775
B -1.8439 -1.4631 1.0426
F -3.0701 -1.0864 0.4738
S 3.1873 3.6716 5.0866
C 2.0655 2.7418 4.0486
C 2.1128 1.3538 4.0274
C 1.1641 0.6800 3.2758
N 0.2193 1.2855 2.5640
C 0.1965 2.6139 2.5859
C 1.0875 3.3863 3.3052
C 1.8960 4.0212 6.2839
C 1.1294 5.1736 6.1894
C 0.0826 5.3258 7.0841
N -0.2183 4.4385 8.0172
C 0.5246 3.3466 8.1004
C 1.5958 3.0855 7.2630
H 2.8622 0.8258 4.5976
H 1.1409 -0.4030 3.2495
H -0.5798 3.0821 1.9966
H 1.0250 4.4613 3.2850
H 1.3401 5.9172 5.4375
H -0.5522 6.2019 7.0481
H 0.2418 2.6435 8.8732
H 2.1768 2.1811 7.3549
*
```

- HOMO: -4.11 eV
- Molar mass: 961.46 g/mol
- Energy above the lowest of the compared OMol25 structures with the same formula, charge and spin: 0.727 eV
- F_max: 2.468 eV/Å

=====

Here is 2 unconnected molecules or ions with the total composition C23H24BBrF14N3O5P from the Open Molecules 2025 dataset. Energies are from ωB97M-V/def2-TZVPD.

```
! RIJCOSX wB97M-V def2-TZVPD def2/J DEFGRID3
* xyz 0 1
C -0.0423 -3.3722 -3.2914
C -0.6615 -4.3047 -2.2503
N -1.6464 -3.6935 -1.3372
C -1.3558 -2.4495 -0.7972
C -0.3614 -2.3266 0.2051
C 0.3586 -3.5979 0.6009
O 1.4613 -3.7939 0.2092
O -0.3141 -4.5212 1.3101
C -1.2567 -4.0595 2.2613
O -2.4792 -3.6841 1.6692
C -3.3856 -4.6806 1.4867
F -4.3628 -4.1913 0.7240
F -3.9085 -5.0889 2.6536
F -2.8581 -5.7548 0.8842
C -0.0252 -1.0863 0.7189
C 1.0293 -0.8620 1.7933
F 0.4234 -0.1413 2.7970
F 1.3849 -2.0429 2.3802
C 2.1850 -0.0993 1.2325
C 2.6136 1.0592 1.8703
C 3.5629 1.8590 1.2601
C 4.1404 1.4729 0.0512
C 3.7384 0.2852 -0.5565
C 4.3044 -0.1789 -1.8648
F 5.3059 0.5905 -2.3090
F 4.7608 -1.4491 -1.7918
F 3.3467 -0.1854 -2.8290
C 2.7495 -0.5030 0.0277
C -0.6688 0.0705 0.2385
B -0.3070 1.5652 0.7763
O 0.6904 2.2084 0.1383
C -1.1104 2.2074 1.9634
C -2.2524 1.3682 2.5593
N -1.6310 -0.0599 -0.6971
C -2.2866 1.1776 -1.1628
C -1.4636 1.8801 -2.2526
C -2.3306 2.7515 -3.1412
N -2.9758 3.8176 -2.5136
O -2.4570 2.5196 -4.3106
C -1.9756 -1.2728 -1.2155
Br -3.2841 -1.3752 -2.5514
H 0.9037 -2.9460 -2.9576
H 0.1896 -3.9539 -4.1843
H -0.7111 -2.5723 -3.6097
H 0.1442 -4.7501 -1.6701
H -1.1597 -5.1384 -2.7398
H -2.5962 -3.7620 -1.6675
H -0.8691 -3.1894 2.7853
H -1.3938 -4.8733 2.9688
H 2.1404 1.3896 2.7836
H 3.7803 2.8209 1.6849
H 4.8829 2.0989 -0.4242
H 2.4187 -1.4068 -0.4719
H 0.6766 3.1687 0.2791
H -1.5378 3.1655 1.6433
H -0.4013 2.4679 2.7538
H -1.9263 0.3615 2.8159
H -2.6247 1.8170 3.4799
H -3.1104 1.3220 1.8841
H -3.2523 0.9314 -1.5913
H -2.5269 1.7969 -0.2985
H -0.9983 1.1162 -2.8745
H -0.6502 2.4683 -1.8283
H -2.6253 3.9629 -1.5745
H -2.8378 4.6767 -3.0342
F 3.8965 4.8009 2.0222
P 2.4904 5.5877 1.5614
F 2.3019 4.2363 0.5766
F 2.3291 5.6205 3.2034
F 2.1504 7.1947 1.6523
F 0.8361 5.4009 1.5741
F 3.4251 6.1290 0.3181
*
```

- HOMO: -10.00 eV
- Molar mass: 810.12 g/mol
- F_max: 1.555 eV/Å

=====

Here is a molecular structure, C23H24BrN6NaO5Si from the Open Molecules 2025 dataset. Energies are from ωB97M-V/def2-TZVPD.

```
! RIJCOSX wB97M-V def2-TZVPD def2/J DEFGRID3
* xyz -2 1
Na -0.8994 -0.5793 -2.1260
N -3.2963 -3.3185 -3.4533
N -2.2200 -4.1880 -3.2210
C -0.8383 -3.8090 -3.1885
O -0.0819 -4.7804 -3.1402
O -0.5988 -2.5860 -3.2404
H -3.5105 -2.9276 -2.5562
H -2.9407 -2.5152 -3.9789
H -2.3284 -5.1414 -3.5294
C -0.4157 -4.2056 1.7813
N -0.5070 -2.9785 1.0388
C -0.7000 -1.6839 1.7221
C -0.4375 -0.8062 0.5499
O 0.2071 0.4644 0.9564
N 0.5864 -1.5169 -0.2565
C 0.3476 -2.7729 0.0118
N 1.0000 -3.8297 -0.5578
H -1.2865 -4.3421 2.4189
H 0.5078 -4.1599 2.3909
H -0.3575 -5.1428 1.1510
H -0.0046 -1.6713 2.6043
H -1.6950 -1.6106 2.1356
H 1.3388 -3.5913 -1.4687
H 0.4381 -4.7047 -0.6502
C 5.5227 -0.3098 1.0109
C 5.2081 1.0900 0.8486
C 3.9643 1.4760 0.3993
C 3.0598 0.4994 0.0196
C 3.4263 -0.8128 -0.0748
C 4.6285 -1.2229 0.4374
Si 1.2510 1.0124 -0.1697
C 1.2680 2.8841 0.0065
C 0.8931 3.4572 1.2567
C 1.0323 4.8112 1.5259
C 1.4848 5.6722 0.5019
C 1.8799 5.1584 -0.7320
C 1.7021 3.8041 -0.9774
H 6.4738 -0.6073 1.4597
H 5.8928 1.8446 1.2571
H 3.6867 2.4857 0.5978
H 2.7446 -1.5355 -0.4394
H 4.8888 -2.2519 0.4562
H 0.8254 0.7791 -1.5867
H 0.5795 2.7627 1.9884
H 0.6309 5.2607 2.4356
H 1.6992 6.7144 0.7153
H 2.2697 5.8136 -1.5122
H 1.8707 3.3922 -2.0143
Br -2.5004 3.4005 3.1862
C -3.5451 2.3698 1.9623
C -4.8288 1.8897 2.2425
N -5.4604 1.0991 1.4023
C -4.8696 0.8395 0.2413
C -3.6669 1.3518 -0.1896
C -2.9526 2.1025 0.7054
C -3.0630 0.9390 -1.5227
O -3.4840 -0.1401 -1.9922
O -2.0841 1.6198 -1.9483
H -5.2988 2.0804 3.1937
H -5.4299 0.2321 -0.4631
H -2.0078 2.4358 0.3779
*
```

- HOMO: 0.11 eV
- Molar mass: 595.46 g/mol
- F_max: 2.424 eV/Å

=====

Here is a molecular structure, C23H24IMoN6O2S2 from the Open Molecules 2025 dataset. Energies are from ωB97M-V/def2-TZVPD.

```
! RIJCOSX wB97M-V def2-TZVPD def2/J DEFGRID3
* xyz 3 3
Mo 0.4034 -0.7504 -0.5547
C -4.1314 -1.2515 -1.0174
C -3.6183 0.1444 -1.1516
N -4.5047 1.1180 -1.3342
C -4.1114 2.3714 -1.4928
C -2.7804 2.7977 -1.4822
C -2.4981 4.2814 -1.6303
O -1.3806 4.5756 -2.4500
C -1.8105 1.7992 -1.2692
C -0.4040 2.1338 -1.2720
N 0.6118 1.3487 -1.0436
C 1.9085 1.9828 -1.0697
C 2.0961 3.3209 -0.7233
C 3.3506 3.9043 -0.8152
C 4.4487 3.1703 -1.2381
C 4.3009 1.8242 -1.5452
C 3.0397 1.2672 -1.4433
I 2.8543 -0.8043 -1.7783
C -2.2641 0.4792 -1.1081
O -1.3512 -0.5128 -0.9287
H -5.0586 -1.2390 -0.4486
H -3.4151 -1.9175 -0.5388
H -4.3670 -1.6479 -2.0070
H -4.9053 3.0937 -1.6481
H -2.2999 4.6998 -0.6386
H -3.3989 4.7715 -1.9992
H -1.6736 4.8679 -3.3195
H -0.2005 3.1672 -1.5324
H 1.2721 3.9215 -0.3621
H 3.4675 4.9444 -0.5437
H 5.4238 3.6313 -1.3129
H 5.1546 1.2355 -1.8515
S 0.6212 -3.0239 0.2932
C 0.7708 -4.3684 -0.8101
N 1.0232 -5.5679 -0.3363
C 1.0916 -6.5835 -1.3997
C 0.8313 -5.7469 -2.6726
N 0.6369 -4.3888 -2.1242
H 1.1712 -5.7611 0.6425
H 0.3276 -7.3414 -1.2364
H 2.0713 -7.0569 -1.3989
H -0.0658 -6.0652 -3.2000
H 1.6741 -5.7551 -3.3608
H 0.4476 -3.5821 -2.6915
N -0.3640 0.2384 6.4481
C 0.6476 0.6211 5.6593
S 1.9688 1.4139 6.2072
C 0.5189 0.2905 4.1950
C -0.6135 -0.2988 3.6244
C -0.6496 -0.5727 2.2757
N 0.3849 -0.2752 1.4636
C 1.4862 0.3037 1.9979
C 1.5806 0.5906 3.3336
H -0.3035 0.4521 7.4324
H -1.1767 -0.2631 6.1389
H -1.4911 -0.5525 4.1993
H -1.5155 -1.0331 1.8177
H 2.2956 0.5438 1.3159
H 2.4718 1.0541 3.7360
*
```

- HOMO (alpha / beta): -15.47 / -15.46 eV
- Molar mass: 703.46 g/mol
- <S²>: 2.030
- F_max: 0.795 eV/Å

=====

Here is a single C23H24N4O3S molecule from the Open Molecules 2025 dataset. Energies are from ωB97M-V/def2-TZVPD.

```
! RIJCOSX wB97M-V def2-TZVPD def2/J DEFGRID3
* xyz 0 1
C -5.6243 -0.6024 0.6196
C -4.2293 -0.0976 0.9213
O -3.5793 -0.4592 1.8737
N -3.7852 0.7936 -0.0158
C -2.5549 1.4582 -0.0593
C -1.7665 1.6507 1.0727
C -0.5813 2.3492 0.9705
C -0.1337 2.8342 -0.2561
C 1.1394 3.6038 -0.3099
O 1.4362 4.4397 0.5106
C 1.9377 3.5099 -1.6140
S 2.0590 1.8255 -2.2777
C 2.3922 1.0882 -0.7461
N 2.3191 1.7807 0.3549
C 2.6122 0.9006 1.3656
C 2.6796 1.0940 2.7387
C 3.0024 0.0008 3.5159
C 3.2561 -1.2516 2.9542
C 3.1970 -1.4631 1.5900
C 2.8693 -0.3712 0.8045
N 2.7172 -0.2184 -0.5613
C 2.8305 -1.2403 -1.5611
C 2.0588 -2.5156 -1.1909
O 2.6191 -3.5954 -1.1785
N 0.7618 -2.3678 -0.8854
C -0.0505 -1.1695 -0.9929
C -1.4970 -1.6643 -0.8608
C -1.4136 -3.1585 -1.1699
C -0.0591 -3.5288 -0.5832
C -0.9222 2.6330 -1.3854
C -2.1265 1.9664 -1.2837
H -6.3217 0.2304 0.5607
H -5.9378 -1.2769 1.4107
H -5.6336 -1.1371 -0.3283
H -4.3741 0.9378 -0.8245
H -2.0901 1.2599 2.0226
H 0.0283 2.5206 1.8434
H 2.9463 3.8835 -1.4357
H 1.4618 4.1156 -2.3865
H 2.4906 2.0662 3.1639
H 3.0635 0.1134 4.5879
H 3.5077 -2.0766 3.6032
H 3.3969 -2.4307 1.1577
H 2.4594 -0.8396 -2.5099
H 3.8791 -1.5342 -1.6890
H 0.1829 -0.4541 -0.1989
H 0.1199 -0.6798 -1.9579
H -2.1631 -1.1346 -1.5386
H -1.8473 -1.5156 0.1602
H -2.2283 -3.7235 -0.7240
H -1.4129 -3.3275 -2.2477
H 0.3957 -4.4169 -1.0223
H -0.1247 -3.6610 0.5022
H -0.6187 3.0173 -2.3471
H -2.7440 1.8384 -2.1624
*
```

- HOMO: -8.23 eV
- Molar mass: 436.54 g/mol
- Energy above the lowest of the compared OMol25 structures with the same formula, charge and spin: 0.406 eV
- SMILES string: CC(=O)Nc1ccc(C(=O)CSc2nc3ccccc3n2CC(=O)N2CCCC2)cc1
- F_max: 0.834 eV/Å

=====

Here is a molecular structure, C23H25As2BCrF7N4O3S3Se from the Open Molecules 2025 dataset. Energies are from ωB97M-V/def2-TZVPD.

```
! RIJCOSX wB97M-V def2-TZVPD def2/J DEFGRID3
* xyz -2 6
Cr -0.0620 0.0973 1.2108
C -4.6928 2.0684 0.2296
As -3.1305 0.9902 -0.2860
C -2.2461 2.4815 -1.2091
C -3.8359 0.1436 -1.9393
C -5.1897 0.1321 -2.2735
C -5.6630 -0.6060 -3.3510
C -4.7790 -1.3637 -4.1076
C -3.4280 -1.3620 -3.7838
C -2.9426 -0.6266 -2.7064
As -1.0204 -0.6203 -2.2145
C -0.3806 -0.0165 -3.9773
C -0.6395 -2.5295 -2.4696
H -5.0906 2.6506 -0.6011
H -4.3388 2.7434 1.0092
H -5.4701 1.4402 0.6642
H -2.9369 3.0037 -1.8716
H -1.3902 2.1318 -1.7805
H -1.8720 3.1712 -0.4528
H -5.8906 0.7104 -1.6811
H -6.7210 -0.6037 -3.5902
H -5.1398 -1.9549 -4.9423
H -2.7488 -1.9696 -4.3720
H -0.8100 -0.6009 -4.7919
H 0.7067 -0.1023 -3.9909
H -0.6433 1.0339 -4.1051
H -0.9619 -2.8980 -3.4433
H -1.1332 -3.0974 -1.6802
H 0.4375 -2.6764 -2.3682
S -2.4807 -2.3761 1.2895
C -1.3963 -1.3060 1.2103
F 0.2141 4.2150 0.0067
B 1.0550 3.1893 -0.4413
F 2.3803 3.4256 -0.1079
F 0.9111 2.9995 -1.8351
F 0.6241 1.9355 0.1847
Se 1.1270 -2.8742 0.9954
N 1.1523 -1.1972 0.2668
C 2.0971 -1.1943 -0.7093
C 2.3753 -0.1186 -1.5650
C 3.3533 -0.2613 -2.5402
C 4.0600 -1.4586 -2.6849
C 3.7881 -2.5430 -1.8660
C 2.7969 -2.4435 -0.8726
N 2.4459 -3.4665 -0.0538
H 1.8436 0.8166 -1.4504
H 3.5698 0.5811 -3.1883
H 4.8346 -1.5399 -3.4406
H 4.3258 -3.4782 -1.9744
F -3.0822 3.1057 3.9554
C -2.3107 2.1237 4.4638
F -1.1704 2.6680 4.8736
F -2.9486 1.6344 5.5415
S -2.0766 0.7949 3.2071
O -3.4393 0.4252 2.9146
O -1.2679 -0.1825 3.8841
O -1.3726 1.5311 2.1278
C 6.2429 0.4224 4.8751
C 5.0199 -0.2286 4.2831
C 4.9453 -1.6123 4.1326
C 3.8090 -2.0845 3.5002
N 2.8281 -1.3006 3.0890
C 2.9470 0.0243 3.3019
S 1.6926 1.0983 2.8328
N 4.0477 0.5748 3.8910
H 6.5590 -0.0913 5.7862
H 6.0262 1.4664 5.0912
H 7.0681 0.3749 4.1598
H 5.7408 -2.2749 4.4528
H 3.6778 -3.1449 3.2888
*
```

- HOMO (alpha / beta): -0.73 / -2.18 eV
- Molar mass: 926.28 g/mol
- <S²>: 8.799
- Energy above the lowest of the compared OMol25 structures with the same formula, charge and spin: 2.196 eV
- F_max: 2.616 eV/Å

=====

Here is a molecular structure, C23H25BO4 from the Open Molecules 2025 dataset. Energies are from ωB97M-V/def2-TZVPD.

```
! RIJCOSX wB97M-V def2-TZVPD def2/J DEFGRID3
* xyz 0 1
C 7.1022 -1.0933 0.3757
C 6.1382 -0.0003 0.3969
C 6.2773 1.3711 0.3910
C 4.9516 1.8943 0.4163
C 4.0731 0.8135 0.4807
B 2.4485 0.6178 0.4155
O 2.3942 -0.1641 1.6468
C 1.1364 -0.7697 1.5662
C 0.5439 -0.3488 0.1659
C -0.7315 -0.9873 -0.1467
C 1.4490 -0.7322 -1.0423
O 2.6581 -0.0951 -0.8687
C 0.3925 1.2141 0.2744
O 1.6592 1.8211 0.3507
O 4.8048 -0.3167 0.4423
H 8.1061 -0.6436 0.3705
H 6.9961 -1.7359 1.2647
H 6.9882 -1.7280 -0.5186
H 7.2151 1.9190 0.3724
H 4.6323 2.9254 0.3968
H 1.2633 -1.8657 1.6594
H 0.5059 -0.4141 2.4054
H -0.8288 -0.9878 -1.2382
H -0.6321 -2.0531 0.1091
H -1.4149 -0.4544 1.7363
H 1.5449 -1.8337 -1.0809
H 0.9508 -0.3949 -1.9683
H -0.1123 1.5987 -0.6157
H -0.1879 1.4945 1.1707
C -1.8326 -0.3664 0.6597
C -2.5436 1.0277 0.6418
C -3.3380 1.3111 1.7668
C -4.1832 2.4181 1.7847
C -4.1794 3.3041 0.7129
C -3.2925 3.1038 -0.3399
C -2.4775 1.9685 -0.3821
C -2.9489 -1.2004 -0.4939
C -3.4218 -2.4774 -0.2007
C -3.8848 -3.2995 -1.2431
C -3.8246 -2.8441 -2.5693
C -3.3097 -1.5758 -2.8652
C -2.9406 -0.7359 -1.8042
H -2.4109 -1.0677 1.3777
H -3.3207 0.6284 2.6248
H -4.8414 2.5828 2.6313
H -4.8735 4.1330 0.6850
H -3.2276 3.8068 -1.1656
H -1.8039 1.8208 -1.2344
H -3.4452 -2.8267 0.8350
H -4.2826 -4.2938 -1.0168
H -4.1966 -3.4742 -3.3779
H -3.2073 -1.2361 -3.9037
H -2.5374 0.2420 -2.0515
*
```

- HOMO: -5.59 eV
- Molar mass: 376.26 g/mol
- Energy above the lowest of the compared OMol25 structures with the same formula, charge and spin: 0.000 eV
- F_max: 8.481 eV/Å